ORCA calculation (ωB97M-V with the def2-TZVPD basis set) on the molecule C4H11NO at a distorted geometry.

The geometry in ORCA input format:
```
! RIJCOSX wB97M-V def2-TZVPD def2/J DEFGRID3
* xyz 0 1
H 1.90 -0.87 -1.13
C 0.74 1.38 -0.14
H 1.66 1.63 0.36
C -0.98 -0.59 -0.44
C 0.36 -0.05 0.25
O 0.08 -0.17 1.60
H -2.99 -0.34 -0.42
C 1.60 -0.95 -0.06
H -0.82 -0.42 -1.56
H 0.90 1.54 -1.19
H -1.09 -1.69 -0.29
H -2.00 1.16 0.20
H -0.01 2.09 0.28
H 2.41 -0.56 0.47
H -0.91 -0.14 1.71
N -2.13 -0.02 0.22
H 1.29 -1.98 0.15
*
```

Calculated total energy = -288.956093 Ha
SMILES string = CC(C)(O)CN
Kohn-Sham gap = 10.60 eV
E_HOMO = -9.77 eV